Computed, not measured: 2 unconnected molecules or ions with the total composition C2H9N5 in a non-equilibrium geometry, with wB97M-V/def2-TZVPD.

Results
HOMO-LUMO gap (spin up / spin down): 0.2959 / 0.2962 hartree
energy above the lowest of the compared OMol25 structures with the same formula, charge and spin: 685.30 kJ/mol
total charge: +2
2S+1: 1

XYZ file:
```
16
Properties=species:S:1:pos:R:3:nbo_charge:R:1
C 0.938 -2.059 0.479 0.69
C -0.234 1.918 0.043 -0.56
N -0.195 -1.519 0.456 -0.36
N 2.006 -2.512 0.350 -0.48
N -0.732 -0.427 0.994 -0.34
N 0.018 0.162 -1.490 -0.44
N -0.841 0.780 -0.626 -0.13
H -0.394 3.001 -0.433 0.32
H -0.728 2.142 0.926 0.25
H 0.858 2.080 0.023 0.29
H 2.378 -3.436 0.390 0.49
H -1.588 -0.768 1.385 0.46
H -0.139 0.113 1.601 0.42
H 0.977 -0.049 -1.242 0.45
H -0.507 -0.454 -2.082 0.44
H -1.816 1.028 -0.774 0.49
```

***

Computed, not measured: a molecular structure, C21H25N5O3OsS2, with wB97M-V/def2-TZVPD.

Results
HOMO-LUMO gap: 0.2673 hartree
energy above the lowest of the compared OMol25 structures with the same formula, charge and spin: 0.00 kJ/mol
total charge: +2
2S+1: 1

XYZ file:
```
57
Properties=species:S:1:pos:R:3:nbo_charge:R:1
Os -0.447 0.303 0.301 1.19
C -1.938 1.898 2.999 -0.69
C -1.041 0.736 3.214 0.43
N -0.416 -0.015 2.300 -0.48
C 0.261 -1.025 2.969 -0.09
C 0.044 -0.876 4.293 -0.03
N -0.767 0.226 4.421 -0.47
H -2.216 2.003 1.951 0.23
H -1.481 2.832 3.329 0.30
H -2.859 1.763 3.569 0.27
H 0.836 -1.772 2.452 0.24
H 0.380 -1.449 5.138 0.26
H -1.133 0.592 5.288 0.45
C 2.484 -1.997 -3.874 -0.43
N 1.952 -1.914 -2.506 -0.53
C 1.628 -0.868 -1.775 0.40
S 1.131 -1.254 -0.100 0.03
N 1.681 0.403 -2.107 -0.55
C 2.105 1.032 -3.367 -0.43
H 2.366 -3.025 -4.204 0.25
H 3.543 -1.746 -3.898 0.23
H 1.924 -1.358 -4.549 0.22
H 1.803 -2.801 -2.049 0.43
H 1.440 1.054 -1.368 0.44
H 3.015 0.583 -3.747 0.23
H 2.308 2.077 -3.151 0.25
H 1.313 0.976 -4.112 0.22
O -0.353 4.636 3.828 -0.91
S 0.654 4.729 2.816 2.28
O 1.190 5.970 2.388 -0.85
N 0.053 3.877 1.470 -0.64
C 0.708 2.804 1.330 0.55
O 0.422 1.987 0.287 -0.66
C 1.828 2.516 2.262 -0.20
C 2.725 1.461 2.300 -0.18
C 3.715 1.481 3.277 -0.19
C 3.812 2.532 4.183 -0.16
C 2.918 3.600 4.139 -0.19
C 1.942 3.556 3.170 -0.22
H 2.675 0.652 1.583 0.22
H 4.432 0.673 3.327 0.24
H 4.599 2.525 4.925 0.25
H 2.998 4.431 4.827 0.26
C -2.373 0.294 -0.357 -0.59
C -2.011 -0.398 -1.607 -0.13
C -1.556 0.338 -2.715 -0.22
C -1.138 -0.321 -3.863 -0.15
C -1.171 -1.708 -3.916 -0.19
C -1.615 -2.447 -2.820 -0.20
C -2.027 -1.803 -1.670 -0.18
H -3.062 -0.222 0.312 0.26
H -2.668 1.338 -0.511 0.27
H -1.580 1.422 -2.685 0.24
H -0.835 0.248 -4.732 0.23
H -0.883 -2.219 -4.826 0.24
H -1.664 -3.526 -2.880 0.25
H -2.395 -2.377 -0.827 0.24
```

***

Computed, not measured: a molecular structure, C6H12N2 in a non-equilibrium geometry, with wB97M-V/def2-TZVPD.

Results
HOMO-LUMO gap: 0.3499 hartree
energy above the lowest of the compared OMol25 structures with the same formula, charge and spin: 875.40 kJ/mol
total charge: 0
2S+1: 1

XYZ file:
```
20
Properties=species:S:1:pos:R:3:nbo_charge:R:1
C -1.787 -0.931 -1.022 -0.64
C -1.481 -0.787 0.632 -0.43
C -0.648 0.566 0.896 -0.07
C -0.939 1.780 0.135 -0.24
C 1.743 1.113 -0.613 0.32
C 2.698 -0.991 0.335 -0.45
H -2.299 -1.914 -1.612 0.22
H -2.600 -0.399 -1.137 0.18
H -0.962 -0.323 -1.594 0.25
H -2.622 -1.036 1.134 0.24
H -0.536 -1.523 0.917 0.21
H -0.333 0.645 1.955 0.21
H -1.832 1.897 -0.438 0.20
H -1.054 2.888 0.777 0.18
H 1.704 2.264 -0.872 0.21
H 3.397 -1.677 -0.748 0.22
H 1.491 -1.628 0.351 0.17
H 3.145 -1.198 1.473 0.25
N 0.237 0.909 -0.289 -0.52
N 2.677 0.344 -0.278 -0.49
```

***

Computed, not measured: 4 unconnected molecules or ions with the total composition C3H16N2O3 in a non-equilibrium geometry, with wB97M-V/def2-TZVPD.

Results
HOMO-LUMO gap: 0.3791 hartree
structure (SMILES): NCCCN.O.O.O
energy above the lowest of the compared OMol25 structures with the same formula, charge and spin: 59.30 kJ/mol
total charge: 0
2S+1: 1

XYZ file:
```
24
Properties=species:S:1:pos:R:3:nbo_charge:R:1
N -1.472 -2.361 -0.059 -0.86
C -2.069 -1.080 -0.488 -0.22
C -1.132 -0.302 -1.435 -0.43
C -0.472 0.873 -0.758 -0.23
N 0.795 1.399 -1.401 -0.85
H -0.998 -2.879 -0.796 0.35
H -2.234 -2.938 0.270 0.36
H -3.040 -1.198 -0.970 0.17
H -2.181 -0.572 0.463 0.20
H -1.625 0.025 -2.356 0.21
H -0.374 -1.011 -1.791 0.19
H -1.064 1.783 -0.794 0.19
H -0.240 0.689 0.293 0.21
H 0.537 2.128 -2.051 0.36
H 1.233 0.630 -1.898 0.35
O 1.679 -1.420 1.676 -0.95
H 0.771 -1.500 1.310 0.50
H 2.119 -2.238 1.465 0.48
O 0.450 2.381 2.118 -0.98
H 1.266 1.889 2.332 0.50
H 0.720 3.127 1.561 0.46
O 2.617 1.062 1.381 -1.00
H 2.281 1.417 0.534 0.49
H 2.432 0.094 1.395 0.50
```

***

Computed, not measured: 5 unconnected molecules or ions with the total composition C20H42BClIO7S in a non-equilibrium geometry, with wB97M-V/def2-TZVPD.

Results
HOMO-LUMO gap: 0.2713 hartree
energy above the lowest of the compared OMol25 structures with the same formula, charge and spin: 25.56 kJ/mol
total charge: -1
2S+1: 1

XYZ file:
```
73
Properties=species:S:1:pos:R:3:mulliken_charge:R:1
C 0.820 -0.220 2.756 -0.66
C 0.699 1.291 3.013 0.10
Cl 1.697 2.224 1.816 -0.23
C -0.741 1.782 3.058 -1.17
B -1.568 1.725 1.643 0.62
O -1.042 0.825 0.646 -0.67
I -1.622 3.853 0.697 -0.44
C -3.183 1.420 1.861 -0.59
S -3.585 -0.098 2.609 0.97
O -2.965 -1.207 1.945 -0.56
O -3.488 -0.010 4.044 -0.62
H -0.156 -0.638 2.520 0.17
H 1.239 -0.727 3.624 0.37
H 1.448 -0.398 1.888 -0.04
H 1.180 1.525 3.962 0.56
H -1.231 1.182 3.830 0.37
H -0.745 2.810 3.436 0.30
H -0.348 1.242 0.142 0.06
H -3.639 1.383 0.867 0.33
H -3.675 2.209 2.431 0.09
H -4.916 -0.186 2.343 0.06
C 3.001 -3.730 -0.728 -0.32
C 2.511 -2.618 -1.656 -0.29
C 2.150 -1.522 -0.663 -0.09
O 3.048 -1.681 0.441 -0.45
C 3.722 -2.930 0.354 -0.50
H 3.638 -4.462 -1.217 0.30
H 2.147 -4.258 -0.298 0.17
H 3.319 -2.283 -2.311 0.16
H 1.666 -2.909 -2.279 0.32
H 1.124 -1.636 -0.295 0.12
H 2.257 -0.522 -1.073 0.05
H 4.770 -2.750 0.082 0.26
H 3.699 -3.417 1.331 0.28
C -4.527 6.754 2.871 -0.49
C -5.345 6.294 4.077 -0.54
C -4.554 5.070 4.527 -0.32
O -3.195 5.328 4.197 -0.37
C -3.105 6.459 3.331 -0.23
H -4.677 7.802 2.610 0.35
H -4.767 6.144 1.998 0.23
H -5.334 7.061 4.856 0.24
H -6.384 6.061 3.843 0.34
H -4.884 4.169 3.998 0.15
H -4.629 4.884 5.601 0.29
H -2.685 7.301 3.897 0.24
H -2.443 6.221 2.499 0.07
C 0.551 -7.012 -4.064 -0.56
C 0.719 -7.885 -2.821 -0.55
C 2.099 -7.459 -2.333 -0.43
O 2.249 -6.091 -2.706 -0.32
C 1.214 -5.716 -3.615 -0.42
H -0.486 -6.871 -4.364 0.33
H 1.095 -7.446 -4.906 0.26
H -0.040 -7.631 -2.079 0.28
H 0.656 -8.954 -3.022 0.34
H 2.889 -8.048 -2.813 0.26
H 2.214 -7.543 -1.252 0.26
H 0.502 -5.069 -3.092 0.24
H 1.654 -5.150 -4.437 0.30
C 2.983 2.770 -3.993 -0.55
C 1.474 2.544 -4.070 -0.55
C 1.374 1.046 -3.810 -0.41
O 2.462 0.720 -2.946 -0.29
C 3.377 1.815 -2.873 -0.47
H 3.261 3.801 -3.780 0.33
H 3.459 2.473 -4.931 0.26
H 0.970 3.098 -3.275 0.25
H 1.033 2.835 -5.022 0.35
H 1.474 0.472 -4.739 0.25
H 0.441 0.760 -3.323 0.26
H 3.277 2.291 -1.892 0.24
H 4.394 1.432 -2.970 0.31
```

***

Computed, not measured: a molecular structure, C3H8AgBrO3S in a non-equilibrium geometry, with wB97M-V/def2-TZVPD.

Results
HOMO-LUMO gap (spin up / spin down): 0.2538 / 0.1677 hartree
energy above the lowest of the compared OMol25 structures with the same formula, charge and spin: 0.00 kJ/mol
total charge: +1
2S+1: 2

XYZ file:
```
17
Properties=species:S:1:pos:R:3:mulliken_spin:R:1
Ag -2.887 -6.379 1.939 -0.01
Br -1.194 -4.217 1.843 0.99
O -0.391 -2.041 -0.804 0.01
S 0.428 -0.943 -0.295 0.00
O 1.859 -0.963 -0.410 0.00
O -0.113 0.499 -0.801 0.00
C 0.672 1.618 -0.765 0.00
C -0.054 2.838 -1.434 0.00
C 0.066 -0.800 1.492 0.00
H 1.365 1.403 -1.579 0.00
H 1.093 1.813 0.221 0.00
H -1.091 3.026 -1.157 0.00
H -0.162 2.680 -2.507 0.00
H 0.362 3.829 -1.255 0.00
H 0.611 0.032 1.937 0.00
H 0.432 -1.745 1.894 0.00
H -0.997 -0.649 1.682 0.00
```

***

Computed, not measured: 3 unconnected molecules or ions with the total composition C24H40Cl2N5O6P in a non-equilibrium geometry, with wB97M-V/def2-TZVPD.

Results
HOMO-LUMO gap: 0.2472 hartree
structure (SMILES): CC[C@@H](Cl)c1c(Cl)cc2nc(P(C)CC)cnc2c1CC(N)(N)N.CCOC(=O)OC.CCOC(=O)OC
total charge: 0
2S+1: 1

XYZ file:
```
78
Properties=species:S:1:pos:R:3:mulliken_charge:R:1
C -0.483 3.426 3.357 -0.70
C -1.822 4.410 3.432 -0.40
C -2.890 4.129 2.188 -0.04
Cl -3.705 5.722 1.578 -0.19
C -2.253 3.224 0.978 -0.17
C -1.263 3.824 -0.226 0.30
Cl -0.742 5.610 -0.274 -0.19
C -0.677 2.859 -1.458 -0.57
C -1.018 1.224 -1.541 0.38
N -0.438 0.490 -2.719 -0.26
C -0.879 -0.942 -2.611 0.31
P -0.328 -2.142 -4.045 -0.02
C 0.934 -3.411 -3.275 -0.88
C 0.500 -1.150 -5.475 -0.44
C 1.908 -1.866 -5.956 -0.88
C -1.769 -1.632 -1.436 -0.47
N -2.306 -0.832 -0.286 -0.06
C -1.949 0.626 -0.346 0.17
C -2.563 1.583 0.879 -0.03
C -3.495 0.823 2.042 -0.85
C -4.986 0.424 1.451 0.75
N -5.246 -1.085 1.515 -0.65
N -5.180 0.928 0.034 -0.50
N -6.060 1.120 2.305 -0.61
H -0.762 2.293 3.140 0.13
H 0.258 3.860 2.562 0.22
H 0.048 3.414 4.425 0.33
H -2.365 4.104 4.451 0.25
H -1.550 5.551 3.559 0.32
H -3.788 3.526 2.692 0.16
H -0.001 3.378 -2.293 0.28
H 1.769 -2.894 -2.640 0.25
H 1.432 -4.095 -4.115 0.29
H 0.319 -4.174 -2.596 0.31
H 0.711 -0.047 -5.146 0.33
H -0.312 -1.130 -6.350 0.34
H 1.670 -2.983 -6.220 0.27
H 2.310 -1.240 -6.882 0.31
H 2.684 -1.784 -5.063 0.21
H -2.040 -2.785 -1.478 0.24
H -3.517 1.397 3.060 0.41
H -2.913 -0.197 2.259 -0.13
H -5.864 -1.402 0.735 0.27
H -4.344 -1.625 1.445 0.24
H -5.924 0.406 -0.482 0.25
H -5.322 1.960 -0.013 0.19
H -6.933 0.585 2.092 0.28
H -5.813 1.088 3.319 0.29
C 8.815 -0.390 -5.613 -1.09
C 8.282 1.024 -5.465 -0.16
O 6.861 1.019 -5.284 -0.35
C 6.431 0.685 -4.041 0.73
O 7.138 0.402 -3.087 -0.55
O 5.074 0.693 -4.049 -0.31
C 4.489 0.260 -2.823 -0.64
H 8.285 -0.920 -6.411 0.29
H 9.884 -0.379 -5.844 0.35
H 8.669 -0.968 -4.696 0.31
H 8.482 1.584 -6.386 0.28
H 8.777 1.561 -4.649 0.30
H 4.881 0.826 -1.972 0.36
H 4.663 -0.811 -2.687 0.28
H 3.410 0.431 -2.882 0.18
C -1.266 -1.753 7.860 -1.08
C -0.111 -1.673 6.878 -0.13
O -0.086 -2.822 6.023 -0.36
C -0.994 -2.823 5.015 0.75
O -1.807 -1.943 4.780 -0.56
O -0.861 -3.986 4.329 -0.33
C -1.830 -4.159 3.298 -0.51
H -1.235 -2.697 8.415 0.29
H -1.228 -0.922 8.571 0.36
H -2.230 -1.720 7.345 0.30
H 0.835 -1.668 7.431 0.29
H -0.144 -0.749 6.288 0.27
H -1.848 -3.302 2.618 0.16
H -2.818 -4.322 3.741 0.29
H -1.559 -5.048 2.722 0.26
```

***

Computed, not measured: 2 unconnected molecules or ions with the total composition C5H9O7 in a non-equilibrium geometry, with wB97M-V/def2-TZVPD.

Results
HOMO-LUMO gap (spin up / spin down): 0.3779 / 0.2120 hartree
energy above the lowest of the compared OMol25 structures with the same formula, charge and spin: 73.32 kJ/mol
total charge: 0
2S+1: 2

XYZ file:
```
21
Properties=species:S:1:pos:R:3:mulliken_spin:R:1
C 1.327 0.949 -0.313 -0.04
C 0.292 -0.173 -0.181 0.01
C 0.568 -1.065 1.047 -0.04
C 0.714 -0.417 2.392 0.00
O 0.775 0.787 2.653 0.00
O 1.783 -1.688 0.707 0.00
O 2.351 -2.229 1.953 0.00
C -1.055 0.390 -0.213 -0.79
O -1.766 0.222 -1.292 -0.13
O -1.967 3.236 -4.245 1.03
O -1.810 2.546 -3.231 0.97
O 0.420 -1.117 -1.255 0.00
H 1.262 1.675 0.505 -0.01
H 2.332 0.496 -0.295 -0.01
H 1.154 1.487 -1.263 0.02
H -0.193 -1.858 1.115 0.01
H 0.781 -1.201 3.170 0.00
H 2.511 -3.157 1.669 0.00
H -1.427 1.027 0.578 -0.02
H -2.558 0.817 -1.267 0.01
H -0.184 -0.815 -1.969 0.01
```